105
Properties=species:S:1:pos:R:3:forces:R:3 method="wB97M-V/def2-TZVPD" multiplicity=1
C 0.16913 0.39252 -0.85308 -0.08 0.49 0.50
C -0.78134 -0.67905 -0.39674 -0.20 -0.55 0.06
O -0.53665 -0.98052 0.98349 -0.53 -0.05 -0.60
H 1.17045 -0.03123 -0.90983 0.09 0.28 -0.23
H 0.16579 1.20922 -0.12456 0.16 -0.16 0.25
H -0.15809 0.90072 -1.76084 0.18 -0.47 -0.34
H -0.62443 -1.60900 -0.95109 0.01 0.07 -0.24
H -1.82801 -0.38937 -0.54392 -0.05 0.11 0.11
H -0.89669 -1.85640 1.16125 0.15 -0.18 -0.01
C -4.82696 -0.16017 -0.40002 -0.04 -0.57 -0.79
C -4.65882 -1.35476 0.57149 0.34 1.73 -1.05
O -4.99061 -0.89485 1.86426 0.40 -0.88 0.08
H -4.33797 -0.39557 -1.35434 -0.36 -0.13 -0.14
H -4.33718 0.77245 -0.11384 0.07 -0.21 0.66
H -5.87943 0.06826 -0.56951 0.00 -0.01 -0.05
H -3.62741 -1.68473 0.38414 0.24 -0.06 0.94
H -5.24627 -2.21216 0.24652 -0.50 0.16 0.34
H -4.21620 -0.35578 2.14801 -0.09 -0.09 -0.11
C -2.51931 -1.74181 -3.67216 -0.16 0.00 0.48
C -2.11356 -1.61385 -5.10481 -0.12 0.53 -0.16
O -0.70350 -1.83522 -5.18757 -0.03 -0.34 -0.61
H -2.50136 -2.78724 -3.36098 -0.29 0.00 -0.03
H -3.50799 -1.29359 -3.55697 -0.05 -0.29 0.21
H -1.84161 -1.23277 -2.98490 0.06 0.27 -0.25
H -2.34886 -0.61921 -5.50533 0.09 0.02 0.18
H -2.68821 -2.31476 -5.71981 0.30 -0.18 0.01
H -0.51670 -2.03996 -6.11172 0.25 0.01 0.15
C 1.32261 1.13953 -6.40876 0.10 0.20 1.04
C 1.96369 0.21630 -5.35488 -0.97 0.03 -1.15
O 1.09983 0.10739 -4.21201 0.77 -0.07 -0.40
H 1.32069 2.13759 -5.96356 0.36 0.28 -0.58
H 0.25538 0.96984 -6.56130 0.09 -0.61 -0.08
H 1.86300 1.05288 -7.34925 -0.01 0.41 -0.04
H 2.94710 0.59427 -5.08055 -0.08 0.08 0.34
H 2.12845 -0.75357 -5.83216 0.01 -0.23 0.35
H 0.47920 -0.60447 -4.45549 -0.22 0.12 0.29
C 1.78314 5.40259 -3.27791 0.22 -0.89 -0.43
C 2.06399 3.91537 -3.39171 0.49 0.02 -1.05
O 0.83056 3.22320 -3.52393 0.31 -0.13 0.53
H 1.40054 5.76565 -4.23111 0.06 0.18 0.04
H 2.75306 5.84301 -3.04758 -0.31 0.57 0.16
H 1.01251 5.55925 -2.52543 0.26 0.22 0.23
H 2.78012 3.60867 -2.61851 -0.84 -0.37 0.68
H 2.67001 3.68967 -4.28236 -0.11 0.40 -0.26
H 1.01023 2.32915 -3.83933 -0.16 -0.16 0.21
C 5.17528 0.44942 -1.35267 -0.76 0.54 0.73
C 3.91841 0.83645 -2.12949 1.07 -0.55 -0.31
O 3.27702 -0.38194 -2.43842 -0.45 -0.13 -0.15
H 5.82811 -0.14801 -1.98254 0.09 -0.05 0.14
H 4.84994 -0.09277 -0.46172 0.13 -0.37 -0.16
H 5.68725 1.32426 -0.94445 0.16 0.07 -0.39
H 4.27424 1.28909 -3.06743 -0.36 0.45 0.10
H 3.27014 1.51344 -1.56475 0.03 0.04 -0.05
H 2.51161 -0.20609 -3.01290 -0.01 -0.11 0.28
C -4.08533 1.70213 4.14564 -1.28 0.94 -1.79
C -3.21271 1.98737 2.88319 -0.07 -1.06 1.92
C -2.07718 2.94806 3.18052 1.48 -0.59 0.17
O -1.03369 2.86564 2.18744 -0.99 1.57 -0.61
C -1.42685 3.43932 0.93955 0.45 -0.27 -0.15
N -2.71530 0.64079 2.56708 0.16 0.33 -0.82
H -3.55615 1.25709 4.98204 0.14 0.42 0.15
H -4.85745 1.00787 3.80618 0.23 -0.44 0.10
H -4.72779 2.56772 4.33705 0.58 0.18 0.82
H -3.85712 2.39368 2.09927 0.07 -0.25 -0.14
H -1.46047 2.62950 4.02866 -0.78 -0.15 0.51
H -2.40352 3.97030 3.39230 -0.04 0.10 -0.39
H -0.55659 3.78552 0.37952 0.25 -0.21 0.26
H -2.04993 4.32613 1.06882 -0.31 -0.19 0.10
H -1.89481 2.66394 0.32844 -0.38 0.23 -0.10
H -1.85646 0.67624 2.02297 -0.14 -0.18 -0.09
H -2.48330 0.16610 3.43061 0.19 0.00 0.05
C 0.91282 -3.20193 4.78069 0.60 -0.86 -1.74
C 0.06855 -3.08480 3.49907 0.00 1.16 0.26
C 0.30897 -4.23619 2.50101 -0.99 0.46 2.14
O -0.40731 -4.07536 1.29247 0.44 0.02 0.11
C -0.28677 -5.25392 0.51830 -0.14 -0.18 0.03
N -1.30567 -3.05751 3.98957 -0.43 -0.77 -0.61
H 0.86322 -2.27528 5.34462 0.00 -0.13 0.21
H 1.93408 -3.40279 4.44077 0.20 0.30 0.46
H 0.59133 -4.09566 5.31524 -0.13 0.25 0.38
H 0.27287 -2.10180 3.05501 0.51 -0.25 -0.26
H -0.14001 -5.04585 3.09440 0.20 -0.59 -0.46
H 1.38145 -4.41399 2.40470 0.00 0.02 -0.54
H -0.61323 -6.12628 1.09295 -0.06 0.00 0.07
H 0.74995 -5.43119 0.21932 0.05 0.11 -0.09
H -0.92083 -5.18124 -0.36277 0.05 0.22 -0.01
H -1.37082 -2.39609 4.74956 -0.25 0.17 -0.15
H -1.94841 -2.82967 3.23854 -0.17 0.17 0.29
C 2.25154 2.19825 3.70800 0.56 -0.61 -0.27
C 1.93127 1.08126 2.69354 -0.67 1.11 0.90
C 2.85552 -0.12812 2.79242 -0.10 0.62 -0.76
O 2.62058 -0.91689 1.63486 0.11 -0.06 -0.10
C 3.29049 -2.13142 1.69730 1.19 -1.03 0.15
N 0.56448 0.64446 2.91831 -0.06 -0.73 0.50
H 1.56632 3.02803 3.53666 -0.25 -0.13 0.34
H 3.24868 2.61625 3.54415 0.08 -0.17 -0.01
H 2.21246 1.79074 4.71927 -0.23 0.29 0.12
H 1.95723 1.63522 1.74372 0.72 -0.72 -0.47
H 2.65892 -0.74110 3.67873 -0.22 0.29 0.19
H 3.90411 0.19732 2.82415 0.07 -0.07 -0.08
H 4.32909 -2.04522 2.05315 0.00 0.44 0.06
H 3.41316 -2.61961 0.72881 -0.54 0.38 -0.24
H 2.85977 -2.87729 2.37623 -0.43 0.27 0.06
H -0.09158 1.42291 2.95186 0.64 -0.41 -0.35
H 0.29801 -0.01396 2.17921 0.00 0.53 0.46


130
Properties=species:S:1:pos:R:3:forces:R:3 method="wB97M-V/def2-TZVPD" multiplicity=1
O 18.99536 -11.16987 -30.71303 -0.82 1.04 -0.47
S 18.57621 -10.22323 -31.73964 1.03 -1.15 -0.16
O 17.89965 -8.98888 -31.40235 0.26 -1.31 -0.06
O 19.87861 -9.87129 -32.57845 -0.25 0.24 0.02
C 21.03517 -9.31540 -31.89140 0.21 0.30 -0.65
C 21.51513 -8.10096 -32.64706 0.70 0.23 0.30
C 17.75580 -11.10746 -33.09954 -1.02 1.45 0.22
H 21.79749 -10.08605 -31.96005 -0.02 -0.11 0.39
H 20.82067 -9.01671 -30.86820 -0.24 -0.41 0.11
H 21.84233 -8.33961 -33.65786 -0.47 -0.02 -0.14
H 22.43030 -7.75531 -32.15354 -0.04 -0.02 0.13
H 20.81741 -7.26728 -32.59123 -0.18 -0.13 -0.30
H 17.18532 -10.28451 -33.53592 0.07 -0.15 -0.38
H 17.00630 -11.82814 -32.78085 0.33 -0.09 0.54
H 18.39636 -11.51491 -33.87220 0.44 0.05 0.39
O 26.51915 -13.44894 -33.34792 -0.62 -0.61 0.76
S 26.80516 -14.73353 -32.76431 1.41 -1.00 -0.51
O 27.01590 -14.91991 -31.34574 -1.04 0.13 -1.09
O 25.77933 -15.90843 -33.29506 0.48 1.86 0.79
C 25.35928 -15.73072 -34.65682 -1.43 -1.10 -0.94
C 23.88834 -16.15447 -34.81570 0.43 -0.18 -0.38
C 28.29387 -15.32376 -33.57049 -0.84 0.34 0.70
H 25.93176 -16.38643 -35.31928 0.36 -0.08 0.32
H 25.47610 -14.73094 -35.07263 0.11 0.27 0.66
H 23.68194 -17.21912 -34.67960 0.51 -0.11 0.23
H 23.70569 -15.99617 -35.88263 -0.42 0.25 0.18
H 23.17293 -15.63712 -34.17711 0.21 0.43 -0.29
H 28.30511 -14.89069 -34.56488 0.26 -0.10 -0.04
H 28.21249 -16.40563 -33.55869 0.35 -0.04 -0.08
H 29.06169 -14.94793 -32.89841 0.37 -0.11 -0.39
O 25.89023 -11.19541 -26.17036 -0.80 0.49 -0.89
S 24.99249 -10.74277 -27.21823 1.00 -1.01 0.37
O 25.53212 -10.12398 -28.39271 0.00 0.37 0.23
O 24.15503 -12.02562 -27.74538 -0.97 1.27 1.16
C 24.85204 -13.03892 -28.45662 2.70 0.49 -0.86
C 24.31961 -13.23011 -29.86005 -0.23 -1.69 0.82
C 23.75209 -9.68070 -26.43047 -0.02 -1.22 -1.79
H 24.99558 -13.92199 -27.83208 -0.98 -0.19 -0.11
H 25.90884 -12.76110 -28.58861 -0.14 0.47 0.17
H 24.42189 -12.39498 -30.54259 -0.40 0.39 0.47
H 23.32670 -13.66452 -29.71642 -0.34 0.53 -0.77
H 24.91561 -14.02420 -30.31927 0.04 -0.04 0.12
H 24.29023 -8.80894 -26.07684 0.09 -0.29 0.58
H 23.22810 -10.35814 -25.76383 0.07 0.52 0.57
H 23.07740 -9.34611 -27.21870 -0.05 -0.11 0.01
C 14.79461 -7.73940 -37.34583 -1.39 1.01 -0.44
O 15.48324 -8.68046 -36.55585 1.07 -0.22 -0.24
P 16.73306 -9.46136 -37.19366 0.41 1.08 -0.03
O 17.51395 -10.11482 -36.14024 -0.04 -0.12 -0.11
O 16.14684 -10.37387 -38.32507 0.10 0.14 -0.62
C 15.34398 -11.52478 -38.07660 0.14 -0.28 0.16
O 17.52453 -8.38255 -38.10252 -0.72 -0.92 0.61
C 18.89721 -8.07958 -37.79403 0.19 -0.50 -0.36
H 14.02334 -8.23034 -37.94929 0.26 -0.04 -0.09
H 15.40668 -7.09383 -37.97825 0.40 -0.51 -0.03
H 14.26013 -7.02662 -36.71131 0.13 -0.38 0.37
H 15.38173 -11.77611 -37.01513 -0.33 -0.02 -0.06
H 15.75851 -12.36356 -38.63637 0.08 0.13 -0.01
H 14.33757 -11.33417 -38.44731 -0.03 0.02 0.28
H 19.06922 -7.05961 -38.12613 -0.09 0.19 0.60
H 19.58417 -8.68468 -38.39235 -0.30 -0.25 -0.05
H 19.08077 -8.32953 -36.75133 0.21 0.59 0.07
C 22.47012 -19.75161 -37.20298 0.25 -0.81 0.68
O 21.77473 -18.52101 -37.23061 -0.51 0.56 -0.02
P 21.64398 -17.66595 -38.56128 0.05 -0.42 -0.99
O 22.86275 -17.55116 -39.37211 -0.42 0.04 0.46
O 20.46426 -18.37264 -39.38240 0.69 0.68 0.74
C 19.31196 -18.96901 -38.80175 -0.27 -1.03 -0.39
O 21.00521 -16.31677 -38.04477 -0.68 -0.21 0.33
C 21.80910 -15.18344 -37.71495 1.13 0.44 -1.06
H 21.89202 -20.46080 -36.60231 -0.05 0.24 0.04
H 23.41296 -19.57404 -36.68107 0.08 -0.20 -0.34
H 22.61325 -20.23818 -38.16911 0.14 0.48 -0.15
H 18.46847 -18.64360 -39.40603 -0.15 0.07 0.28
H 19.13376 -18.84864 -37.73253 0.31 0.74 -0.05
H 19.41179 -20.05254 -38.92184 -0.04 0.05 -0.18
H 21.64250 -14.38095 -38.43676 -0.39 -0.14 0.00
H 22.84836 -15.47054 -37.89329 0.06 0.21 0.46
H 21.64795 -14.76617 -36.72419 -0.19 -0.54 0.18
C 24.57526 -0.66401 -40.01499 -0.26 0.21 -0.45
O 25.23175 -1.33792 -38.93591 0.44 -1.51 -0.30
P 25.78731 -2.82958 -39.22075 1.33 1.10 -0.52
O 25.78018 -3.26268 -40.62890 -0.04 0.11 0.95
O 27.27165 -2.84204 -38.57693 -0.99 -0.08 -0.78
C 27.69614 -1.95338 -37.55683 0.14 0.24 0.52
O 24.93976 -3.68130 -38.21468 -0.27 -0.21 0.37
C 24.98006 -5.09137 -38.28951 -1.54 -1.80 0.51
H 23.57180 -0.40053 -39.68217 0.22 0.43 0.13
H 24.43533 -1.25922 -40.91875 0.31 -0.39 0.26
H 25.20838 0.17561 -40.29971 -0.36 0.25 0.18
H 26.86635 -1.58057 -36.95475 -0.02 0.05 -0.14
H 28.24800 -1.12112 -37.99496 -0.16 0.04 -0.04
H 28.37356 -2.48044 -36.88484 -0.04 -0.18 -0.16
H 25.59195 -5.54677 -39.06273 0.34 0.49 -0.04
H 23.96401 -5.48038 -38.43738 -0.08 0.52 -0.66
H 25.13728 -5.58557 -37.32612 0.98 0.71 0.17
C 23.41960 -12.25099 -33.29369 -1.24 0.22 0.09
O 22.97250 -11.10761 -34.05814 -0.15 0.43 -1.12
P 23.10542 -11.09836 -35.66103 -0.05 0.26 1.44
O 24.46607 -11.43133 -36.08683 -0.59 -0.19 -0.55
O 21.93007 -12.02151 -36.20669 0.63 0.40 -0.16
C 20.55640 -11.85159 -35.91909 -1.95 -0.19 -0.10
O 22.57698 -9.62610 -36.01060 -0.23 -0.38 -0.64
C 23.50418 -8.56722 -36.05451 2.26 0.71 1.39
H 24.03927 -11.85703 -32.49562 0.37 -0.25 -0.23
H 23.87651 -13.01118 -33.92151 0.38 0.17 0.12
H 22.49928 -12.66360 -32.87425 0.28 -0.22 0.13
H 20.21035 -11.00953 -35.31604 0.97 0.11 0.40
H 20.15099 -12.76661 -35.48475 0.41 -0.08 0.36
H 19.92127 -11.71925 -36.80099 0.74 -0.01 -0.54
H 24.48124 -8.78649 -36.49819 -0.45 -0.66 -0.61
H 23.84822 -8.35237 -35.03403 -0.46 0.20 0.14
H 23.19570 -7.61666 -36.48231 -0.98 -0.43 -0.20
C 19.54777 -16.29358 -34.93462 0.44 0.12 -0.84
O 20.09396 -16.85984 -33.73504 -0.64 0.17 0.74
P 20.54358 -15.81957 -32.61561 -0.53 -0.33 0.00
O 21.47069 -14.81036 -33.14270 -0.16 0.27 0.24
O 21.10571 -16.69419 -31.42554 -0.18 -0.30 -0.08
C 22.50294 -16.90585 -31.25649 0.92 0.14 0.03
O 19.16418 -15.31713 -31.98553 1.15 0.29 -0.90
C 19.32304 -14.45233 -30.83601 -0.79 0.19 0.17
H 20.29137 -16.47960 -35.71005 -0.15 0.25 -0.07
H 19.34330 -15.22677 -34.84493 0.24 0.06 0.11
H 18.61323 -16.74146 -35.27259 0.02 -0.47 0.60
H 22.87018 -16.37133 -30.37883 -0.24 0.25 -0.09
H 23.04618 -16.55478 -32.13347 0.09 -0.03 0.12
H 22.75199 -17.95052 -31.07214 -0.51 -0.14 -0.26
H 20.17405 -13.76730 -30.82610 0.46 -0.63 -0.33
H 19.30508 -15.15712 -30.00566 0.02 0.64 0.40
H 18.49877 -13.73927 -30.85978 -0.29 -0.46 0.28


Energy relative to the best compared isomer or geometry (same formula, charge and spin)? In order: 38.9, 66.1 kcal/mol.
HOMO? In order: -0.2996, -0.3822 Ha.